Entry 1:
Below is 14 unconnected molecules or ions with the total composition C48H98Br6N2O29 at a distorted geometry, with properties calculated with ωB97M-V with the def2-TZVPD basis set.

**HOMO level**: -0.3412 hartree
**E_tot**: -19623.406882 hartree
**Frontier orbital gap**: 0.35480 hartree

CARTESIAN COORDINATES (ANGSTROEM)
C -3.140 -1.125 4.449
C -3.582 -1.808 3.167
O -4.102 -3.113 3.454
C -4.903 -3.659 2.554
O -5.298 -3.162 1.534
O -5.209 -4.891 2.962
C -6.091 -5.668 2.133
H -2.977 -0.086 4.133
H -2.156 -1.423 4.803
H -3.965 -1.143 5.156
H -2.742 -1.831 2.462
H -4.344 -1.213 2.656
H -5.939 -6.663 2.551
H -5.814 -5.621 1.085
H -7.129 -5.391 2.312
C 3.144 -4.256 2.402
C 4.289 -4.406 1.402
O 5.488 -4.240 2.160
C 6.572 -4.772 1.627
O 6.660 -5.229 0.523
O 7.540 -4.699 2.515
C 8.862 -4.909 2.027
H 3.124 -3.238 2.784
H 3.336 -4.997 3.180
H 2.168 -4.523 1.997
H 4.228 -3.614 0.661
H 4.207 -5.382 0.935
H 8.931 -5.836 1.462
H 9.557 -4.761 2.841
H 9.073 -4.119 1.293
C 1.978 2.947 0.661
C 1.896 4.042 -0.384
O 0.730 3.973 -1.206
C 0.895 3.414 -2.392
O 1.902 2.952 -2.872
O -0.320 3.257 -2.924
C -0.372 2.896 -4.299
H 2.551 3.277 1.521
H 2.496 2.092 0.214
H 0.988 2.554 0.878
H 2.794 4.116 -0.998
H 1.880 5.023 0.097
H -1.381 3.083 -4.645
H -0.111 1.842 -4.407
H 0.342 3.476 -4.883
C 2.597 -0.342 2.875
C 4.068 -0.217 3.144
O 4.262 1.029 3.879
C 5.385 1.184 4.532
O 6.344 0.501 4.436
O 5.290 2.286 5.248
C 6.422 2.723 5.984
H 2.145 0.460 2.299
H 2.046 -0.402 3.815
H 2.466 -1.254 2.284
H 4.645 -0.131 2.223
H 4.511 -1.071 3.654
H 6.619 3.765 5.729
H 7.338 2.212 5.685
H 6.201 2.598 7.040
C -2.270 5.754 0.132
C -2.292 5.997 -1.349
O -3.678 6.081 -1.761
C -3.858 6.248 -3.056
O -3.077 5.967 -3.911
O -5.068 6.700 -3.264
C -5.554 6.710 -4.600
H -3.036 6.361 0.619
H -1.302 5.987 0.573
H -2.508 4.712 0.342
H -1.857 5.136 -1.866
H -1.737 6.842 -1.758
H -5.327 5.738 -5.043
H -5.006 7.481 -5.135
H -6.628 6.832 -4.656
C -4.583 2.535 -4.068
C -3.873 1.617 -3.085
O -4.849 0.767 -2.446
C -5.495 1.196 -1.386
O -5.369 2.253 -0.841
O -6.317 0.224 -1.013
C -7.079 0.363 0.186
H -5.301 3.200 -3.581
H -5.158 2.023 -4.840
H -3.822 3.153 -4.550
H -3.337 2.163 -2.315
H -3.288 0.938 -3.693
H -6.596 1.050 0.887
H -7.236 -0.600 0.651
H -7.991 0.905 -0.087
C 0.706 -3.372 -8.084
C 0.101 -3.694 -6.742
O -0.015 -2.548 -5.905
C 1.061 -2.185 -5.262
O 2.120 -2.735 -5.281
O 0.793 -1.087 -4.601
C 1.855 -0.470 -3.923
H 1.726 -2.986 -7.945
H 0.157 -2.591 -8.604
H 0.937 -4.255 -8.681
H 0.639 -4.467 -6.187
H -0.896 -4.116 -6.879
H 2.547 0.005 -4.617
H 2.386 -1.180 -3.284
H 1.464 0.300 -3.262
C -1.881 1.389 0.142
C -1.264 0.688 1.327
O -1.023 -0.688 1.045
C 0.014 -0.999 0.297
O 0.884 -0.248 -0.060
O -0.092 -2.279 0.003
C 0.891 -2.853 -0.813
H -1.225 1.586 -0.707
H -2.190 2.396 0.457
H -2.798 0.898 -0.190
H -1.897 0.823 2.199
H -0.309 1.139 1.598
H 1.609 -3.434 -0.230
H 1.507 -2.137 -1.360
H 0.429 -3.531 -1.528
C -4.174 3.546 2.713
C -5.353 2.597 2.930
O -5.210 1.867 4.137
C -5.178 2.480 5.291
O -5.584 3.571 5.514
O -4.736 1.608 6.151
C -4.597 1.962 7.529
H -3.224 3.078 2.977
H -4.314 4.376 3.416
H -4.114 4.012 1.733
H -5.308 1.817 2.180
H -6.226 3.245 2.960
H -3.549 1.841 7.793
H -5.229 1.286 8.098
H -4.902 2.997 7.676
C 4.339 -0.632 -0.465
O 4.873 -1.486 0.226
N 4.980 0.150 -1.342
C 4.231 1.032 -2.239
C 6.400 0.067 -1.627
H 3.249 -0.482 -0.458
H 3.170 1.093 -2.027
H 4.488 0.739 -3.255
H 4.569 2.054 -2.032
H 6.824 -0.669 -0.945
H 6.444 -0.431 -2.602
H 6.894 1.032 -1.638
C -0.258 3.744 4.539
O -0.820 2.657 4.395
N 1.083 3.864 4.695
C 1.979 2.752 4.781
C 1.724 5.168 4.648
H -0.810 4.693 4.580
H 2.742 2.760 4.010
H 1.527 1.770 4.735
H 2.524 2.761 5.731
H 2.502 5.179 3.876
H 0.986 5.939 4.465
H 2.308 5.302 5.564
Br 3.389 -5.278 -1.803
C 5.160 -4.539 -2.165
C 5.036 -3.772 -3.459
Br 6.778 -3.096 -3.977
H 5.891 -5.336 -2.232
H 5.420 -3.909 -1.322
H 4.348 -2.930 -3.439
H 4.636 -4.383 -4.266
Br -1.327 -6.296 -2.334
C 0.473 -6.488 -3.131
C 0.276 -7.174 -4.475
Br 1.949 -6.969 -5.505
H 1.198 -6.962 -2.480
H 0.828 -5.483 -3.346
H -0.563 -6.693 -4.964
H 0.138 -8.244 -4.382
Br -1.912 -1.425 -2.710
C -3.661 -2.362 -2.467
C -3.958 -2.583 -1.017
Br -2.736 -3.930 -0.293
H -3.455 -3.282 -3.006
H -4.408 -1.798 -3.015
H -4.974 -2.954 -0.897
H -3.913 -1.665 -0.439

Cartesian forces (eV/Å) of the 3 atoms listed first:
-0.17 0.69 -1.16
0.31 0.66 -0.30
0.28 -0.08 0.07



Entry 2:
Below is a molecular structure, C30H36CrN7O2S2, with properties calculated with ωB97M-V with the def2-TZVPD basis set.

**HOMO level (spin up / spin down)**: -0.4692 / -0.4689 hartree
**Net charge**: +2
**<S²>**: 0.77
**2S+1**: 2
**E_tot**: -3539.053095 hartree
**Frontier orbital gap (spin up / spin down)**: 0.24831 / 0.25128 hartree
**Energy relative to the best compared isomer or geometry (same formula, charge and spin)**: 0.000 eV

CARTESIAN COORDINATES (ANGSTROEM)
Cr 0.026 0.737 -0.121
C -6.180 4.097 -1.486
C -5.003 3.328 -0.950
C -5.012 2.759 0.303
C -3.911 2.032 0.805
C -4.106 1.263 1.979
N -3.253 0.443 2.521
C -3.659 -0.588 3.487
C -2.867 -0.634 4.791
C -1.555 -1.412 4.734
N -0.509 -0.710 3.997
C 0.468 -0.083 4.568
C 1.453 0.689 3.907
C 2.479 1.236 4.699
C 3.444 2.073 4.187
C 4.561 2.634 5.024
C 3.310 2.406 2.841
C 2.307 1.911 2.009
C 2.268 2.457 0.675
N 1.423 2.209 -0.258
C 1.610 2.952 -1.518
C 1.692 2.022 -2.720
C 0.349 1.371 -3.092
N -0.611 1.460 -1.983
C -1.665 2.141 -2.216
C -2.757 2.396 -1.290
C -3.868 3.098 -1.736
C -2.727 1.909 0.030
O -1.682 1.330 0.542
C 1.363 0.974 2.511
O 0.445 0.409 1.797
H -6.755 4.547 -0.679
H -6.847 3.442 -2.048
H -5.857 4.893 -2.155
H -5.896 2.854 0.925
H -5.093 1.286 2.432
H -2.328 0.427 2.086
H -3.592 -1.555 2.980
H -4.711 -0.409 3.704
H -3.500 -1.146 5.517
H -2.703 0.374 5.177
H -1.699 -2.387 4.265
H -1.186 -1.584 5.744
H -0.469 -0.736 2.975
H 0.512 -0.145 5.653
H 2.503 0.979 5.754
H 4.500 2.275 6.050
H 4.525 3.724 5.046
H 5.532 2.344 4.624
H 4.022 3.106 2.412
H 3.051 3.189 0.470
H 2.524 3.544 -1.458
H 0.776 3.650 -1.622
H 2.445 1.258 -2.524
H 2.048 2.601 -3.572
H 0.498 0.319 -3.328
H -0.075 1.861 -3.971
H -1.796 2.572 -3.210
H -3.856 3.483 -2.752
S 1.533 -0.845 -0.990
C 0.114 -1.854 -0.831
C -0.049 -3.173 -1.236
C -1.290 -3.755 -1.062
C -2.331 -3.016 -0.508
C -2.086 -1.710 -0.144
N -0.886 -1.147 -0.297
H 0.776 -3.707 -1.685
H -1.455 -4.780 -1.369
H -3.314 -3.444 -0.376
H -2.868 -1.078 0.263
N 0.959 -5.806 1.724
C 1.185 -4.484 1.691
N 2.255 -4.065 1.002
S 0.150 -3.392 2.445
H 1.639 -6.472 1.396
H 0.221 -6.139 2.319
H 2.900 -4.699 0.561
H 2.420 -3.076 0.932

Cartesian forces (eV/Å) of the 3 atoms listed first:
-0.05 0.04 -0.03
0.02 -0.02 0.00
-0.04 0.02 0.00



Entry 3:
Below is C4H7NO2 in the gas phase at a distorted geometry, with properties calculated with ωB97M-V with the def2-TZVPD basis set.

**HOMO level (spin up / spin down)**: -0.3508 / -0.3508 hartree
**E_tot**: -361.757987 hartree
**Frontier orbital gap (spin up / spin down)**: 0.31397 / 0.31394 hartree
**Energy relative to the best compared isomer or geometry (same formula, charge and spin)**: 3.343 eV

CARTESIAN COORDINATES (ANGSTROEM)
N 1.346 0.994 0.590
C 0.741 0.076 1.368
O 0.769 0.033 2.582
C -0.024 -1.020 0.583
C -1.058 -0.554 -0.372
C -0.752 0.257 -1.512
O 0.438 0.478 -1.884
H 1.858 1.731 1.051
H 1.255 0.941 -0.435
H -0.439 -1.702 1.326
H 0.730 -1.564 -0.012
H -2.018 -1.076 -0.345
H -1.248 1.123 -0.714
H -1.599 0.284 -2.225

Cartesian forces (eV/Å) of the 3 atoms listed first:
-0.04 0.04 0.20
0.06 0.01 0.08
0.00 0.07 -0.31



Entry 4:
Below is a molecular structure, C25H54Cl3DyN3O8PS2 at a distorted geometry, with properties calculated with ωB97M-V with the def2-TZVPD basis set.

**HOMO level (spin up / spin down)**: -0.5027 / -0.5031 hartree
**Net charge**: +2
**<S²>**: 9.33
**2S+1**: 6
**E_tot**: -5154.195036 hartree
**Frontier orbital gap (spin up / spin down)**: 0.29830 / 0.29939 hartree
**Energy relative to the best compared isomer or geometry (same formula, charge and spin)**: 0.348 eV

CARTESIAN COORDINATES (ANGSTROEM)
Dy 0.473 -0.591 0.453
C 2.950 -0.259 -2.186
C 2.663 -1.751 -1.858
N 2.362 -2.070 -0.444
C 3.614 -2.145 0.389
C 4.590 -0.944 0.486
S 3.791 0.615 0.949
C 4.006 1.848 -0.347
C 2.720 2.006 -1.172
N 2.034 0.682 -1.505
H 3.972 -0.037 -1.907
H 2.889 -0.133 -3.260
H 1.808 -2.091 -2.452
H 3.552 -2.317 -2.139
H 1.978 -3.019 -0.360
H 3.226 -2.441 1.361
H 4.203 -3.020 0.010
H 5.209 -1.193 1.360
H 5.306 -0.872 -0.351
H 4.119 2.796 0.214
H 4.916 1.669 -0.974
H 1.942 2.531 -0.602
H 2.914 2.533 -2.130
H 1.301 0.968 -2.189
C -0.356 4.090 0.018
O 0.331 3.708 1.207
C 0.770 4.823 1.978
C 0.739 4.395 3.421
O 1.398 3.119 3.502
C 1.720 2.906 4.889
H -1.303 4.612 0.306
H -0.640 3.164 -0.537
H 0.228 4.795 -0.618
H 0.126 5.682 1.901
H 1.809 5.059 1.705
H -0.301 4.360 3.830
H 1.310 5.141 3.996
H 0.877 2.849 5.640
H 2.474 3.634 5.190
H 2.177 1.924 4.903
O -0.504 -2.232 1.442
S -0.194 -3.743 1.291
C -1.689 -4.440 0.574
C -2.321 -5.405 1.568
C -1.718 -5.258 2.920
C -0.454 -4.372 2.952
H -1.443 -4.912 -0.410
H -2.421 -3.589 0.402
H -2.254 -6.440 1.232
H -3.402 -5.175 1.643
H -1.424 -6.276 3.256
H -2.459 -4.893 3.679
H 0.392 -5.059 3.144
H -0.436 -3.543 3.713
C -1.287 1.998 -4.905
C -0.656 0.640 -4.640
C 0.751 0.576 -5.215
C -1.558 -0.511 -5.142
O -0.465 0.516 -3.202
P -1.164 -0.053 -1.896
O -0.653 -1.419 -1.462
O -0.812 0.878 -0.696
O -2.672 0.030 -2.246
C -3.988 0.059 -1.449
C -5.009 -0.049 -2.581
C -4.088 1.445 -0.895
C -3.889 -1.119 -0.521
H -1.366 2.115 -5.992
H -0.615 2.791 -4.563
H -2.235 2.077 -4.381
H 0.645 0.535 -6.272
H 1.293 -0.320 -4.976
H 1.337 1.480 -5.058
H -1.849 -0.287 -6.198
H -2.500 -0.584 -4.588
H -1.143 -1.509 -5.065
H -4.933 0.765 -3.295
H -6.019 0.035 -2.156
H -4.915 -0.972 -3.169
H -4.068 2.161 -1.762
H -3.238 1.716 -0.259
H -5.031 1.571 -0.387
H -3.893 -2.043 -1.146
H -4.765 -1.175 0.162
H -3.039 -0.896 0.115
C -1.561 1.331 2.816
O -1.159 0.147 2.105
H -1.096 1.375 3.826
H -2.636 1.395 2.943
H -1.163 2.152 2.248
H -1.337 -0.718 2.592
Cl 3.689 -0.637 5.694
C 2.345 -1.427 4.872
Cl 1.006 -1.420 6.091
Cl 2.827 -3.101 4.348
C 1.835 -0.783 3.654
N 1.496 -0.449 2.570

Cartesian forces (eV/Å) of the 3 atoms listed first:
0.35 2.26 -2.48
-0.43 -0.42 0.67
-0.30 0.07 -0.46